The following is a quantum chemistry calculation of a structure of composition C7H9N3, from OMol25.

Each line ends with the Löwdin charge.
Positions of all 19 atoms, in Å:
C -0.64 -1.51 -1.78  -0.1203
C -1.20 -1.57 0.58  -0.1184
C -1.36 -0.82 1.59  -0.1636
C -0.33 0.13 2.08  -0.1837
C 0.43 0.74 1.03  -0.1887
C 0.74 -0.32 -0.08  -0.1670
C 1.05 1.74 -0.99  -0.4047
H 0.16 -0.80 -2.98  0.1982
H -1.66 -0.69 -2.00  0.1402
H -0.76 -2.62 -2.07  0.0645
H -2.01 -2.19 0.12  0.1286
H -2.12 -0.87 2.32  0.0989
H 0.18 -0.75 2.72  0.1738
H -0.83 0.92 3.11  0.2067
H 1.31 1.35 1.39  0.1586
H 1.61 -0.34 -0.63  0.1080
N -0.07 -1.42 -0.38  -0.1508
N 0.09 1.12 -0.39  0.0686
N 1.69 2.53 -1.59  0.1510

Energy relative to the best compared isomer or geometry (same formula, charge and spin): 8.518 eV
Electronic energy: -436.10318 Ha
F_max: 0.1240 Eh/bohr